The following is a quantum chemistry calculation of a 16-piece molecular cluster, C78H204N16O23 overall in a non-equilibrium geometry, from the OMol25 dataset.

```
321
Properties=species:S:1:pos:R:3:lowdin_charge:R:1
C -5.68 2.97 -3.11 -0.07
O -5.12 1.66 -2.94 -0.21
C -5.48 0.94 -1.80 -0.24
C -4.77 -0.41 -1.75 -0.13
N -5.37 -1.26 -0.59 -0.05
C -4.64 -2.49 -0.32 -0.21
C -5.10 -3.35 0.88 -0.20
O -4.02 -4.09 1.47 -0.21
C -4.48 -4.86 2.57 -0.11
H -6.77 3.03 -3.16 0.09
H -5.20 3.44 -3.97 0.08
H -5.40 3.56 -2.23 0.07
H -6.57 0.87 -1.71 0.12
H -5.19 1.50 -0.91 0.09
H -3.73 -0.26 -1.46 0.09
H -4.76 -0.83 -2.75 0.11
H -5.43 -0.71 0.25 0.03
H -3.63 -2.14 -0.11 0.09
H -4.69 -3.09 -1.22 0.11
H -6.00 -3.91 0.64 0.12
H -5.43 -2.69 1.68 0.09
H -3.60 -5.45 2.82 0.07
H -5.31 -5.56 2.43 0.09
H -4.69 -4.16 3.38 0.08
C 0.83 -1.80 -6.71 -0.05
O 2.05 -1.04 -6.46 -0.22
C 3.09 -1.79 -5.87 -0.21
C 3.07 -1.71 -4.30 -0.15
N 3.61 -0.45 -3.74 -0.05
C 2.92 0.77 -4.02 -0.21
C 3.47 1.86 -3.18 -0.16
O 3.17 1.64 -1.77 -0.23
C 3.61 2.64 -0.92 -0.12
H 0.44 -2.18 -5.76 0.09
H 1.13 -2.54 -7.45 0.07
H 0.11 -1.07 -7.10 0.06
H 4.00 -1.45 -6.37 0.12
H 3.00 -2.84 -6.13 0.11
H 3.66 -2.59 -4.02 0.10
H 2.12 -1.96 -3.83 0.09
H 3.79 -0.56 -2.75 0.07
H 1.84 0.66 -3.92 0.11
H 3.15 0.96 -5.07 0.12
H 3.05 2.81 -3.52 0.11
H 4.54 2.03 -3.26 0.13
H 3.24 2.48 0.09 0.08
H 3.41 3.65 -1.30 0.08
H 4.67 2.64 -0.70 0.09
C 10.21 1.81 0.00 -0.11
O 9.62 1.13 -1.08 -0.23
C 10.01 1.57 -2.39 -0.19
C 9.20 0.76 -3.46 -0.18
N 7.76 0.78 -3.19 -0.04
C 7.06 -0.11 -4.10 -0.21
C 7.34 -1.58 -3.80 -0.20
O 6.98 -1.98 -2.47 -0.22
C 7.01 -3.38 -2.28 -0.10
H 9.79 1.50 0.96 0.08
H 10.09 2.88 -0.16 0.09
H 11.25 1.49 0.01 0.09
H 11.07 1.42 -2.59 0.11
H 9.87 2.65 -2.43 0.11
H 9.58 -0.27 -3.48 0.10
H 9.37 1.13 -4.47 0.12
H 7.61 0.39 -2.27 0.08
H 7.07 0.09 -5.17 0.13
H 6.01 0.07 -3.88 0.08
H 8.41 -1.73 -3.97 0.10
H 6.88 -2.22 -4.56 0.12
H 6.17 -3.90 -2.72 0.08
H 6.86 -3.55 -1.22 0.07
H 7.96 -3.83 -2.58 0.09
C 0.89 -5.35 -3.37 -0.11
O 2.05 -4.77 -2.78 -0.21
C 1.87 -3.96 -1.58 -0.19
C 3.19 -3.72 -0.90 -0.20
N 3.38 -4.78 0.06 -0.04
C 4.75 -4.82 0.62 -0.20
C 4.97 -5.84 1.70 -0.23
O 4.44 -5.44 2.95 -0.20
C 4.42 -6.44 3.96 -0.10
H 0.62 -6.28 -2.87 0.08
H 1.12 -5.64 -4.39 0.08
H 0.06 -4.64 -3.44 0.08
H 1.05 -4.36 -0.99 0.11
H 1.46 -3.03 -1.98 0.08
H 3.25 -2.76 -0.40 0.09
H 4.02 -3.68 -1.62 0.11
H 2.72 -4.59 0.80 0.03
H 5.01 -3.91 1.16 0.10
H 5.47 -5.01 -0.17 0.11
H 6.04 -6.04 1.82 0.12
H 4.53 -6.75 1.29 0.12
H 4.40 -6.02 4.97 0.07
H 5.28 -7.12 3.96 0.08
H 3.57 -7.11 3.83 0.08
C -4.16 2.81 7.39 -0.12
O -5.09 3.62 6.66 -0.18
C -4.45 4.12 5.44 -0.18
C -5.40 5.22 4.93 -0.21
N -5.44 6.35 5.87 -0.05
C -6.11 7.44 5.19 -0.22
C -5.85 8.76 5.90 -0.18
O -6.39 8.97 7.26 -0.18
C -6.27 10.29 7.62 -0.17
H -3.96 1.94 6.77 0.08
H -4.38 2.55 8.42 0.09
H -3.18 3.28 7.51 0.06
H -4.33 3.32 4.72 0.11
H -3.47 4.56 5.58 0.09
H -6.35 4.80 4.60 0.12
H -4.95 5.60 4.01 0.09
H -5.87 6.14 6.75 0.12
H -7.18 7.28 5.07 0.12
H -5.78 7.60 4.16 0.12
H -6.25 9.57 5.30 0.11
H -4.77 8.93 5.90 0.11
H -6.75 11.05 6.99 0.09
H -5.27 10.50 7.99 0.09
H -6.84 10.38 8.54 0.08
C -2.97 8.89 -1.60 -0.04
O -2.53 7.46 -1.48 -0.22
C -2.76 6.74 -2.65 -0.25
C -1.67 6.70 -3.74 -0.18
N -0.44 5.85 -3.64 -0.04
C 0.47 6.33 -2.57 -0.21
C 1.43 5.22 -2.17 -0.24
O 0.90 3.99 -1.66 -0.21
C 0.54 4.08 -0.26 -0.07
H -3.95 8.96 -2.08 0.08
H -2.20 9.26 -2.28 0.08
H -2.99 9.36 -0.62 0.08
H -3.78 6.84 -3.02 0.12
H -2.74 5.69 -2.33 0.10
H -1.26 7.68 -4.00 0.10
H -2.06 6.41 -4.72 0.10
H -0.66 4.88 -3.50 0.05
H -0.06 6.56 -1.65 0.10
H 1.00 7.25 -2.83 0.12
H 2.26 5.54 -1.54 0.11
H 1.95 5.00 -3.10 0.11
H -0.33 4.72 -0.10 0.08
H 1.34 4.50 0.35 0.08
H 0.40 3.07 0.13 0.07
C 0.39 -5.50 -10.95 -0.15
O -0.54 -4.48 -10.70 -0.19
C 0.08 -3.32 -10.01 -0.17
C -0.95 -2.30 -9.47 -0.21
N -1.66 -2.89 -8.33 -0.05
C -2.52 -1.89 -7.57 -0.14
C -2.87 -2.58 -6.16 -0.19
O -3.94 -3.53 -6.36 -0.20
C -4.32 -4.18 -5.09 -0.08
H 0.91 -5.85 -10.05 0.08
H 1.05 -5.14 -11.74 0.08
H -0.09 -6.40 -11.32 0.08
H 0.82 -2.81 -10.62 0.12
H 0.67 -3.69 -9.17 0.09
H -1.73 -2.06 -10.20 0.12
H -0.36 -1.43 -9.21 0.10
H -2.23 -3.65 -8.68 0.11
H -3.51 -1.65 -7.98 0.11
H -2.05 -0.93 -7.39 0.07
H -3.08 -1.88 -5.34 0.10
H -1.97 -3.11 -5.83 0.10
H -3.49 -4.69 -4.61 0.07
H -5.13 -4.88 -5.24 0.07
H -4.66 -3.47 -4.33 0.07
C -1.73 0.69 -3.77 -0.03
C -1.56 2.06 -4.31 -0.44
C -2.37 2.40 -5.53 -0.12
O -2.09 1.47 -6.67 -0.20
C -0.85 1.73 -7.27 -0.13
N -1.96 3.07 -3.33 0.07
H -2.70 0.41 -3.37 0.06
H -1.00 0.50 -2.98 0.06
H -1.64 -0.07 -4.54 0.07
H -0.51 2.25 -4.50 0.14
H -2.10 3.40 -5.87 0.11
H -3.43 2.49 -5.29 0.12
H -0.83 1.20 -8.23 0.08
H 0.04 1.55 -6.68 0.08
H -0.80 2.79 -7.53 0.08
H -1.41 3.01 -2.48 0.07
H -2.90 2.78 -3.11 0.05
C 7.10 -0.32 0.72 -0.05
C 5.70 -0.88 0.59 -0.44
C 4.74 -0.50 1.71 -0.16
O 4.93 0.90 2.03 -0.19
C 4.16 1.32 3.15 -0.10
N 5.10 -0.70 -0.70 0.09
H 7.07 0.76 0.58 0.08
H 7.80 -0.80 0.04 0.07
H 7.51 -0.50 1.71 0.08
H 5.83 -1.96 0.63 0.11
H 5.03 -1.03 2.62 0.12
H 3.70 -0.75 1.52 0.11
H 4.25 0.73 4.06 0.07
H 3.11 1.43 2.86 0.06
H 4.46 2.33 3.42 0.08
H 4.87 0.28 -0.79 0.06
H 5.73 -1.03 -1.41 0.04
C -2.06 6.02 3.15 -0.05
C -1.41 6.16 4.52 -0.44
C 0.06 6.68 4.41 -0.17
O 0.88 5.99 3.48 -0.19
C 1.27 4.70 3.89 -0.11
N -2.29 7.04 5.29 0.05
H -3.00 5.47 3.26 0.05
H -1.40 5.43 2.51 0.07
H -2.26 7.00 2.74 0.10
H -1.40 5.21 5.07 0.11
H 0.53 6.63 5.39 0.12
H 0.05 7.72 4.07 0.13
H 1.91 4.72 4.77 0.07
H 1.84 4.28 3.06 0.09
H 0.40 4.09 4.15 0.07
H -3.26 6.74 5.32 0.03
H -1.89 7.01 6.21 0.08
C -6.59 -7.46 -1.86 -0.04
C -5.51 -7.65 -2.99 -0.45
C -4.05 -7.50 -2.56 -0.16
O -3.81 -6.14 -2.08 -0.20
C -2.49 -5.87 -1.66 -0.10
N -5.79 -8.84 -3.72 0.01
H -6.87 -8.35 -1.29 0.07
H -7.51 -7.11 -2.33 0.07
H -6.23 -6.69 -1.18 0.06
H -5.70 -6.87 -3.73 0.11
H -3.47 -7.78 -3.43 0.12
H -3.86 -8.19 -1.74 0.13
H -2.13 -6.42 -0.79 0.08
H -2.41 -4.83 -1.34 0.08
H -1.82 -6.04 -2.50 0.07
H -6.74 -8.91 -4.06 0.07
H -5.30 -8.85 -4.61 0.07
C 0.93 0.61 8.87 -0.05
C 0.78 2.00 8.11 -0.37
C 1.21 2.01 6.59 -0.19
O 2.55 1.68 6.36 -0.23
C 3.57 2.71 6.54 -0.05
N -0.65 2.31 8.21 0.02
H 1.99 0.37 8.80 0.06
H 0.42 -0.16 8.30 0.06
H 0.62 0.71 9.91 0.07
H 1.37 2.70 8.71 0.12
H 1.02 3.02 6.21 0.10
H 0.67 1.30 5.97 0.11
H 3.49 3.54 5.84 0.06
H 4.54 2.29 6.28 0.09
H 3.46 3.13 7.53 0.09
H -0.93 2.00 9.13 0.06
H -1.10 1.69 7.56 0.06
C -0.81 -4.53 1.90 -0.02
C 0.50 -5.20 2.41 -0.37
C 0.86 -6.49 1.72 -0.26
O -0.03 -7.41 2.13 -0.17
C 0.18 -8.68 1.50 -0.08
N 1.59 -4.27 2.12 0.04
H -1.58 -5.30 1.95 0.06
H -0.84 -4.13 0.89 0.06
H -1.15 -3.74 2.57 0.07
H 0.55 -5.24 3.49 0.14
H 1.84 -6.85 2.03 0.12
H 0.83 -6.36 0.64 0.13
H -0.66 -9.32 1.74 0.09
H 1.11 -9.14 1.84 0.09
H 0.15 -8.63 0.41 0.09
H 2.37 -4.51 2.71 0.06
H 1.18 -3.50 2.63 0.07
C 3.02 -3.57 6.45 -0.06
C 2.71 -2.32 5.67 -0.43
C 1.20 -1.95 5.75 -0.19
O 0.29 -2.84 5.10 -0.17
C -1.06 -2.34 5.24 -0.09
N 3.35 -1.26 6.39 0.03
H 2.41 -4.36 6.03 0.07
H 2.58 -3.55 7.45 0.08
H 4.07 -3.83 6.59 0.08
H 3.15 -2.28 4.68 0.13
H 1.11 -0.93 5.38 0.10
H 1.00 -1.91 6.83 0.11
H -1.90 -2.95 4.91 0.08
H -1.33 -1.36 4.84 0.06
H -1.16 -2.17 6.31 0.08
H 4.35 -1.27 6.24 0.08
H 2.99 -0.37 6.06 0.03
C -0.76 -1.04 -0.53 -0.08
C 0.33 -0.09 -0.49 -0.43
C 0.67 0.36 1.00 -0.11
O -0.46 1.04 1.67 -0.21
C -0.28 1.25 3.03 -0.13
N 1.41 -0.53 -1.35 0.10
H -1.17 -1.19 -1.53 0.07
H -1.63 -0.68 0.03 0.06
H -0.53 -2.03 -0.13 0.07
H 0.03 0.78 -1.08 0.12
H 1.51 1.05 0.92 0.09
H 1.08 -0.50 1.51 0.12
H 0.64 1.84 2.97 0.07
H -0.19 0.29 3.54 0.07
H -1.09 1.83 3.47 0.08
H 2.05 -1.07 -0.79 0.05
H 1.91 0.29 -1.63 0.03
C -3.73 -0.26 2.51 -0.04
C -4.46 1.06 2.31 -0.37
C -3.63 2.18 1.61 -0.22
O -4.37 3.32 1.47 -0.17
C -3.82 4.34 0.64 -0.08
N -5.66 0.71 1.53 0.04
H -2.95 0.04 3.21 0.06
H -3.24 -0.69 1.64 0.07
H -4.37 -1.04 2.92 0.08
H -4.80 1.33 3.30 0.12
H -3.23 1.79 0.67 0.12
H -2.71 2.47 2.11 0.11
H -2.92 4.83 1.04 0.05
H -4.45 5.20 0.43 0.10
H -3.46 3.95 -0.31 0.07
H -6.23 1.53 1.37 0.09
H -6.17 0.14 2.18 0.09
```

Results
Total charge   0
HOMO energy   -0.2948 Eh
HOMO-LUMO gap   8.34 eV
Calculated total energy   -5700.14762 Ha
Largest force on an atom   3.646 eV Å⁻¹
Relative energy (zero: lowest compared OMol25 entry of this formula, charge and spin)   3.929 eV